1.
8
Properties=species:S:1:pos:R:3 method="wB97M-V/def2-TZVPD" homo_ev="-17.177 / -18.650" s2=0.76 charge=+2 homo_lumo_gap_ha="0.2211 / 0.2709" total_energy_ev=-7241.427 de_lowest_kcal_mol=118.1 multiplicity=2
C -0.846 -1.596 0.135
C -0.243 -0.718 0.793
H 0.255 -1.881 1.203
O -1.554 1.857 -0.044
C -0.658 1.351 -0.644
C 0.153 0.173 -0.385
H 0.588 -0.247 -1.304
Y 2.304 1.061 0.247


2.
18
Properties=species:S:1:pos:R:3 method="wB97M-V/def2-TZVPD" homo_ev=-13.900 charge=+1 homo_lumo_gap_ha=0.3555 total_energy_ev=-23204.858 de_lowest_kcal_mol=47.6
C -0.302 -0.094 -0.065
C -0.556 1.986 0.070
C 0.120 1.149 -0.973
N 1.524 -0.868 0.952
N -0.824 0.756 0.789
O -0.955 -2.336 0.954
O 0.163 -2.407 -1.396
O -0.495 1.147 -2.206
S -0.895 -1.834 -0.661
H -0.049 2.711 0.705
H -1.516 2.284 -0.384
H 1.210 1.355 -1.065
H 0.890 -0.958 1.796
H 1.931 0.054 1.064
H -1.499 0.789 1.496
H 2.151 -1.605 0.686
H -1.018 -3.283 1.235
H 0.119 1.155 -2.998


3.
234
Properties=species:S:1:pos:R:3 method="wB97M-V/def2-TZVPD" homo_ev=-6.722 charge=-1 homo_lumo_gap_ha=0.3203 total_energy_ev=-123437.139 de_lowest_kcal_mol=15.2
O 1.254 -9.127 28.564
C 2.066 -8.523 27.928
O 1.984 -8.211 26.648
B 3.145 -7.381 26.237
O 4.094 -7.536 27.361
C 3.403 -7.914 28.424
O 3.719 -7.905 29.577
O 2.762 -6.020 25.879
C 3.404 -5.685 24.766
O 3.549 -4.591 24.322
C 3.953 -6.998 24.141
O 3.675 -7.973 24.987
O 4.527 -7.092 23.098
C 12.054 -6.434 25.664
C 10.558 -6.391 25.525
C 9.860 -7.735 25.682
O 8.455 -7.472 25.601
C 7.690 -8.405 26.311
N 10.044 -5.395 26.511
H 12.537 -7.110 24.951
H 12.381 -6.791 26.647
H 12.499 -5.452 25.512
H 10.290 -5.900 24.584
H 10.078 -8.040 26.714
H 10.090 -8.445 24.886
H 7.904 -8.395 27.393
H 7.806 -9.423 25.923
H 6.624 -8.159 26.305
H 10.380 -5.722 27.425
H 9.054 -5.632 26.612
C 6.774 -4.883 24.662
C 6.642 -3.564 25.439
C 6.620 -3.835 26.934
O 6.717 -2.642 27.675
C 6.787 -2.899 29.055
N 7.832 -2.704 25.179
H 6.324 -4.829 23.669
H 6.233 -5.710 25.144
H 7.802 -5.232 24.609
H 5.773 -2.987 25.128
H 7.399 -4.549 27.236
H 5.637 -4.274 27.184
H 6.819 -1.941 29.570
H 7.612 -3.569 29.315
H 5.842 -3.372 29.373
H 7.799 -2.407 24.208
H 8.659 -3.290 25.269
C 5.608 -7.699 18.915
C 4.635 -8.891 19.150
C 5.144 -10.124 18.443
O 5.228 -9.904 17.051
C 5.786 -11.005 16.389
N 4.477 -9.165 20.567
H 5.723 -7.503 17.849
H 6.595 -7.964 19.311
H 5.220 -6.855 19.484
H 3.757 -8.563 18.578
H 4.448 -10.947 18.670
H 6.123 -10.449 18.834
H 5.418 -10.976 15.360
H 5.444 -11.965 16.787
H 6.879 -10.948 16.367
H 4.495 -8.338 21.155
H 5.356 -9.631 20.791
C 3.801 -3.539 20.881
C 3.893 -2.137 21.475
C 2.484 -1.634 21.731
O 2.502 -0.289 22.158
C 1.252 0.319 22.064
N 4.689 -2.187 22.742
H 4.772 -4.008 20.735
H 3.355 -3.465 19.878
H 3.124 -4.176 21.449
H 4.382 -1.384 20.854
H 1.930 -2.279 22.423
H 2.010 -1.623 20.735
H 1.281 1.300 22.540
H 0.456 -0.230 22.587
H 0.987 0.442 21.003
H 4.240 -2.968 23.222
H 5.607 -2.521 22.463
C 9.170 -12.188 20.976
C 9.394 -10.768 20.469
C 8.910 -9.690 21.401
O 7.555 -9.841 21.723
C 7.058 -8.796 22.531
N 10.828 -10.525 20.239
H 8.164 -12.313 21.397
H 9.750 -12.391 21.888
H 9.400 -12.958 20.244
H 8.844 -10.690 19.528
H 9.071 -8.733 20.885
H 9.522 -9.670 22.317
H 7.724 -8.458 23.331
H 6.097 -9.133 22.914
H 6.791 -7.909 21.939
H 11.359 -10.831 21.043
H 11.125 -11.041 19.423
C 1.149 -4.051 28.119
C 1.729 -3.602 29.450
C 2.817 -4.566 29.854
O 3.419 -4.124 31.039
C 4.267 -5.090 31.648
N 2.371 -2.270 29.255
H 0.364 -3.363 27.798
H 0.890 -5.110 28.082
H 1.888 -3.914 27.325
H 0.967 -3.541 30.235
H 3.541 -4.623 29.017
H 2.510 -5.618 29.947
H 5.108 -5.269 30.964
H 3.744 -6.058 31.606
H 4.546 -4.771 32.641
H 1.705 -1.523 29.420
H 3.001 -2.237 30.056
C 6.790 -7.926 30.805
C 8.166 -7.305 31.069
C 9.269 -8.111 30.397
O 9.363 -9.379 30.983
C 9.798 -10.374 30.076
N 8.109 -5.924 30.565
H 6.171 -7.348 31.496
H 6.703 -8.982 31.059
H 6.384 -7.773 29.805
H 8.335 -7.210 32.142
H 10.232 -7.590 30.535
H 9.105 -8.109 29.310
H 10.717 -10.002 29.603
H 9.034 -10.630 29.338
H 10.090 -11.268 30.626
H 8.182 -5.900 29.557
H 8.776 -5.335 31.038
C -4.948 -6.622 24.720
C -3.867 -5.988 25.578
C -2.442 -6.438 25.301
O -2.370 -7.800 25.631
C -1.075 -8.313 25.789
N -3.983 -4.530 25.604
H -4.748 -6.459 23.656
H -5.881 -6.095 24.948
H -5.185 -7.667 24.901
H -4.083 -6.264 26.619
H -1.787 -5.820 25.924
H -2.225 -6.257 24.238
H -1.137 -9.160 26.478
H -0.311 -7.700 26.280
H -0.641 -8.601 24.825
H -4.816 -4.109 25.215
H -3.953 -4.144 26.538
C 1.340 -11.198 25.507
C 0.458 -12.329 26.056
C 0.360 -12.115 27.560
O -0.398 -13.067 28.307
C 0.334 -14.202 28.647
N -0.863 -12.292 25.418
H 1.932 -11.568 24.668
H 1.941 -10.781 26.310
H 0.773 -10.383 25.059
H 0.971 -13.275 25.867
H -0.098 -11.153 27.804
H 1.357 -12.102 28.030
H 1.122 -13.947 29.370
H 0.800 -14.728 27.809
H -0.341 -14.885 29.165
H -1.514 -12.853 25.971
H -1.255 -11.375 25.645
C 3.762 3.287 26.115
C 4.025 2.019 25.316
C 3.002 0.952 25.597
O 3.406 -0.298 25.116
C 2.500 -1.324 25.445
N 4.083 2.302 23.859
H 2.830 3.788 25.825
H 4.539 4.027 25.899
H 3.722 3.166 27.201
H 5.046 1.684 25.518
H 2.014 1.220 25.186
H 2.905 0.888 26.696
H 2.739 -1.692 26.455
H 2.793 -2.176 24.835
H 1.438 -1.073 25.381
H 3.171 2.696 23.623
H 4.728 3.059 23.658
C 5.101 -14.601 27.364
C 5.724 -13.662 26.329
C 5.594 -12.205 26.700
O 6.345 -11.970 27.869
C 5.858 -10.852 28.580
N 7.115 -13.967 25.986
H 5.136 -15.615 26.957
H 4.048 -14.369 27.545
H 5.614 -14.569 28.326
H 5.187 -13.876 25.397
H 4.528 -11.944 26.692
H 6.025 -11.586 25.899
H 5.648 -9.952 27.975
H 6.567 -10.485 29.318
H 4.873 -11.139 28.967
H 7.289 -14.967 25.985
H 7.768 -13.613 26.679
C 3.832 -11.521 33.291
C 3.542 -11.011 31.889
C 2.656 -11.930 31.056
O 3.379 -12.860 30.260
C 3.493 -14.125 30.853
N 2.818 -9.719 32.064
H 4.252 -10.761 33.952
H 4.537 -12.357 33.267
H 2.898 -11.818 33.773
H 4.449 -10.752 31.331
H 2.071 -11.320 30.363
H 1.959 -12.463 31.712
H 3.869 -14.096 31.883
H 4.164 -14.726 30.241
H 2.537 -14.666 30.939
H 3.485 -8.969 32.225
H 2.466 -9.432 31.150
C -1.016 -10.152 31.414
C -1.336 -11.573 31.886
C -2.298 -11.681 33.042
O -2.314 -13.032 33.480
C -3.227 -13.257 34.518
N -1.861 -12.300 30.720
H -1.645 -9.830 30.587
H -0.003 -10.159 31.009
H -1.030 -9.448 32.247
H -0.412 -12.036 32.270
H -3.296 -11.478 32.615
H -2.099 -11.000 33.875
H -4.116 -12.625 34.382
H -2.836 -12.918 35.491
H -3.466 -14.314 34.578
H -1.105 -12.392 30.039
H -2.128 -13.241 30.994